ORCA calculation (ωB97M-V with the def2-TZVPD basis set) on one molecule with the formula C3H11N2OP3.

Output
Total energy (eV): -36178.3181
Energy relative to the best compared isomer or geometry (same formula, charge and spin) (kJ/mol): 69.6
Gap between HOMO and LUMO (eV): 8.32
Structure (SMILES): CCCON=[PH]=N[PH]#[PH2]

CARTESIAN COORDINATES (ANGSTROEM)
C -1.73162 2.61032 -0.06134
C -0.70928 1.82344 0.75097
C 0.70116 1.88815 0.31819
O 1.51761 0.90850 0.90701
N 1.15085 -0.40958 0.53009
P 0.05524 -0.78632 -0.57046
N -0.43840 -2.25020 -0.86457
P -0.06141 -3.75819 -0.06860
P 2.05766 -3.86758 -0.73377
H -1.40192 2.51552 -1.12673
H -2.73612 2.17475 0.01776
H -1.67334 3.82190 0.19963
H -1.15641 0.74112 0.82563
H -0.68703 2.13549 1.87815
H 0.81949 1.86765 -0.80443
H 1.11995 2.77046 0.76178
H -0.73964 0.05798 -1.35939
H -0.48189 -4.44075 -1.13050
H 2.32207 -2.91583 0.24943
H 2.07304 -4.88685 0.28114

Results of the Löwdin charge analysis, in e, for atoms 1 through 4: number 1, C, carries -0.128; number 2, C, carries -0.342; number 3, C, carries -0.325; number 4, O, carries -0.200